{"formula": "C33H47BN10O4RuSSe2", "method": "wB97M-V/def2-TZVPD", "charge": -1, "gap_ev": [6.65, 6.62], "spin_multiplicity": 6, "s_squared": 8.769, "species": ["Ru", "C", "C", "C", "C", "C", "C", "N", "N", "B", "N", "C", "C", "C", "N", "C", "C", "C", "N", "C", "C", "C", "N", "C", "C", "C", "H", "H", "H", "H", "H", "H", "H", "H", "H", "H", "H", "H", "H", "H", "H", "H", "H", "H", "H", "H", "H", "H", "H", "H", "H", "H", "H", "H", "N", "C", "C", "C", "C", "C", "C", "S", "O", "O", "N", "C", "N", "C", "C", "C", "N", "H", "H", "H", "H", "H", "H", "H", "H", "H", "O", "C", "C", "C", "O", "C", "Se", "C", "Se", "H", "H", "H", "H", "H", "H", "H", "H", "H", "H"], "positions_angstrom": [[-0.33788, -0.85932, -0.21733], [-3.87514, -3.59747, 1.35310], [-3.84277, -2.22909, 0.67422], [-5.15517, -1.47266, 0.87093], [-3.50202, -2.35719, -0.77257], [-4.30406, -2.89628, -1.79195], [-3.54521, -2.76729, -2.93065], [-2.37976, -2.19515, -2.59573], [-2.34133, -1.93641, -1.27192], [-1.27025, -1.78058, -3.54579], [0.03400, -2.52872, -3.20174], [0.85268, -3.08624, -4.11018], [1.90609, -3.66328, -3.44494], [1.65005, -3.40519, -2.08534], [0.50903, -2.73246, -1.94762], [2.54421, -3.82686, -0.95174], [3.91661, -3.15516, -1.07094], [1.94594, -3.57023, 0.42055], [-1.06914, -0.24699, -3.53112], [-0.99010, 0.53554, -4.62001], [-0.63217, 1.80130, -4.21995], [-0.49552, 1.70751, -2.82324], [-0.78004, 0.46875, -2.41972], [-0.04464, 2.79438, -1.89319], [-1.11054, 3.88349, -1.76591], [1.28442, 3.38945, -2.36013], [-4.11157, -3.49750, 2.41529], [-4.63677, -4.23618, 0.89736], [-2.90896, -4.09566, 1.26074], [-3.04082, -1.63826, 1.10624], [-5.99391, -2.01655, 0.42762], [-5.35857, -1.34013, 1.93642], [-5.10140, -0.48756, 0.40367], [-5.29244, -3.31422, -1.70410], [-3.74628, -3.03294, -3.95507], [-1.57771, -2.08166, -4.67312], [0.61439, -3.03690, -5.16008], [2.74026, -4.20089, -3.86374], [2.69254, -4.90677, -1.07242], [3.83179, -2.07814, -0.91606], [4.59616, -3.54192, -0.30883], [4.36453, -3.32377, -2.05168], [1.92454, -2.49829, 0.63326], [0.93239, -3.96188, 0.50242], [2.56179, -4.03109, 1.19509], [-1.19072, 0.12976, -5.59791], [-0.48095, 2.66707, -4.84240], [0.10248, 2.34009, -0.91259], [-1.29585, 4.35335, -2.73608], [-2.04727, 3.46833, -1.39515], [-0.78041, 4.66031, -1.07142], [1.18174, 3.84605, -3.34882], [1.61980, 4.16012, -1.66511], [2.06348, 2.62829, -2.41920], [2.78439, 6.35584, 2.13864], [2.84948, 4.95668, 2.18102], [1.69571, 4.19259, 2.00559], [1.76507, 2.81176, 1.99405], [2.98805, 2.17729, 2.16447], [4.14107, 2.92495, 2.32841], [4.07334, 4.30876, 2.33796], [3.05706, 0.40425, 2.17375], [2.35138, -0.02694, 3.35951], [4.44193, 0.01528, 2.09480], [2.16529, -0.03971, 0.91866], [2.59944, 0.22698, -0.32577], [3.79017, 0.80251, -0.59664], [4.15476, 0.85921, -1.86409], [3.38465, 0.36647, -2.90692], [2.14703, -0.13708, -2.55296], [1.74227, -0.19683, -1.29318], [1.88329, 6.73523, 2.38257], [3.52787, 6.82104, 2.63452], [0.73968, 4.68635, 1.86789], [0.86526, 2.22361, 1.84489], [5.08718, 2.41010, 2.42906], [4.97698, 4.89681, 2.45589], [5.11727, 1.32587, -2.05817], [3.70487, 0.40840, -3.93700], [1.45258, -0.49451, -3.30155], [-4.15391, -0.31148, 4.53803], [-2.92347, 0.39873, 4.70830], [-2.03609, 0.22548, 3.46874], [-0.72616, 0.95398, 3.76402], [-0.03341, 0.37725, 4.85163], [-1.83845, -1.28005, 3.28625], [-0.44119, -1.90437, 2.06154], [-2.73998, 0.92711, 2.31209], [-1.96659, 0.98692, 0.50183], [-4.64510, -0.25959, 5.36133], [-2.37746, 0.02493, 5.57893], [-3.12328, 1.46820, 4.85240], [-0.96327, 2.00244, 3.99637], [-0.10806, 0.94303, 2.86599], [0.84495, 0.14926, 4.51340], [-2.78030, -1.74606, 3.01735], [-1.52320, -1.69759, 4.24172], [-2.83042, 1.98473, 2.57267], [-3.75026, 0.53531, 2.20053]], "forces_ev_per_a": [[-0.18, -0.18, -0.22], [0.00, 0.00, 0.01], [-0.02, 0.02, 0.00], [0.00, -0.01, 0.01], [-0.01, 0.04, 0.00], [0.01, -0.02, 0.00], [-0.01, -0.01, -0.02], [0.00, 0.06, 0.00], [-0.01, -0.12, 0.07], [0.03, 0.04, -0.03], [-0.04, -0.13, -0.03], [-0.02, -0.01, 0.00], [0.03, 0.06, 0.02], [0.03, -0.06, 0.03], [0.04, 0.21, -0.07], [-0.01, -0.01, 0.01], [0.01, -0.01, 0.01], [0.01, 0.01, -0.02], [-0.04, -0.01, 0.07], [0.00, -0.02, -0.01], [0.04, 0.03, -0.01], [-0.03, -0.08, -0.02], [0.07, 0.01, -0.10], [-0.04, 0.01, 0.04], [0.01, 0.01, 0.02], [0.03, -0.03, 0.01], [0.00, 0.00, 0.00], [0.00, 0.00, 0.00], [0.00, 0.00, 0.01], [0.01, 0.01, 0.02], [0.00, 0.00, 0.00], [0.00, 0.00, 0.00], [-0.01, 0.00, -0.01], [0.00, 0.00, 0.01], [0.01, 0.01, 0.00], [-0.01, 0.00, 0.00], [-0.01, -0.01, 0.00], [0.00, 0.00, 0.00], [0.00, 0.00, 0.01], [0.00, 0.00, -0.01], [-0.01, 0.00, 0.00], [0.00, 0.00, 0.00], [0.00, -0.03, 0.01], [0.01, -0.03, -0.01], [-0.01, 0.01, 0.01], [-0.01, -0.01, 0.01], [0.00, 0.01, 0.01], [0.01, -0.01, 0.07], [0.00, 0.00, 0.00], [-0.01, -0.01, 0.00], [0.01, -0.01, 0.00], [0.00, 0.00, 0.01], [0.00, 0.04, 0.05], [-0.05, 0.04, -0.01], [0.01, 0.02, -0.02], [0.03, -0.02, 0.01], [-0.03, 0.01, -0.03], [-0.05, 0.01, -0.01], [0.05, -0.02, -0.06], [0.00, -0.02, -0.03], [-0.01, 0.03, 0.00], [0.05, -0.03, -0.08], [-0.23, -0.02, 0.14], [-0.01, 0.01, 0.04], [0.04, 0.29, -0.11], [0.18, -0.39, 0.11], [-0.07, 0.19, -0.08], [0.02, 0.00, 0.08], [-0.02, -0.05, -0.04], [-0.06, -0.01, -0.02], [-0.03, 0.14, 0.42], [0.00, -0.01, 0.01], [0.00, -0.01, 0.01], [0.00, -0.01, -0.01], [0.11, 0.12, -0.09], [0.00, 0.00, 0.00], [0.00, -0.01, 0.00], [-0.01, 0.01, 0.00], [0.01, -0.01, 0.00], [-0.04, -0.02, -0.02], [0.01, 0.03, -0.01], [0.00, 0.01, 0.02], [0.02, 0.03, 0.01], [-0.01, -0.07, 0.05], [-0.02, 0.03, -0.02], [0.06, 0.02, -0.03], [0.02, 0.04, -0.10], [-0.07, -0.04, -0.07], [0.15, 0.18, -0.02], [0.01, -0.01, 0.00], [-0.01, -0.01, 0.00], [0.00, 0.00, 0.00], [0.01, 0.02, -0.03], [-0.06, -0.13, 0.03], [0.16, -0.09, -0.01], [-0.03, -0.01, 0.03], [0.02, 0.01, 0.00], [-0.06, -0.01, 0.01], [0.02, -0.04, 0.01]]}